Record 1
The following is a DFT calculation (ωB97M-V/def2-TZVPD) of 10 unconnected molecules or ions with the total composition C25H60BO17 in a non-equilibrium geometry.

The orbital gap comes out at 9.92 eV. For the LUMO energy, the calculation gives 2.4 eV. The highest occupied orbital energy comes out at -7.52 eV. The relative energy (zero: lowest compared OMol25 entry of this formula, charge and spin) comes out at 0.0 kJ/mol. As for the total charge: -1.

```
103
C25H60BO17 (ωB97M-V/def2-TZVPD)
O -22.8974 5.4419 8.9782
O -26.5410 -0.0279 12.4579
O -24.8390 0.7761 11.2369
O -28.8715 1.9143 11.9167
O -23.6317 1.7647 13.0301
O -22.7700 -2.7388 7.9893
O -23.0218 2.5083 10.8505
O -21.1965 2.3683 14.7790
O -17.1980 -4.1662 8.9347
O -22.1090 -3.3951 15.4223
O -20.3743 0.3187 10.6939
O -22.5020 0.2991 11.3854
O -21.1679 2.9837 9.6873
O -24.5979 -4.3356 14.6833
O -17.3652 0.9790 10.9539
O -25.0903 1.5608 8.5354
O -25.0003 1.0982 14.6680
C -25.2544 2.9426 8.1538
C -16.5509 1.0415 9.8049
C -17.7766 -2.8531 8.8534
C -21.8025 2.2803 10.3999
C -29.3594 1.6233 10.6152
C -23.4987 -1.9597 8.9330
C -22.7522 6.0193 10.2722
C -25.3280 -3.1455 15.0364
C -17.6970 -2.3072 10.2859
C -24.7247 1.1819 13.5065
C -20.6780 2.2730 16.0783
C -23.8550 7.0675 10.4303
C -26.0900 2.9494 6.8932
C -26.4782 -2.8726 14.0402
C -21.4023 6.6579 10.4909
C -19.2759 1.6243 16.0905
C -21.1753 -3.0379 14.3965
C -20.5013 -1.7351 14.7681
C -30.5842 2.4311 10.3199
C -25.5226 0.5917 12.3309
C -21.4052 0.8811 10.8902
C -17.0758 -2.0589 7.7694
C -24.0078 -2.8474 10.0694
C -21.9055 -2.9386 13.0591
C -25.9161 3.6883 9.3297
B -23.5001 1.3524 11.6039
H -22.8072 -1.2233 9.3489
H -24.3706 -1.4457 8.5190
H -24.2373 3.3291 8.0340
H -25.6732 4.7523 9.2631
H -20.4719 3.2554 16.5153
H -15.6184 1.5236 10.0908
H -21.3465 1.6865 16.7077
H -21.2693 -2.6843 12.2076
H -25.6267 3.3809 10.3317
H -23.6253 7.9767 9.8711
H -25.6650 -3.2208 16.0729
H -27.0900 2.5683 7.1019
H -22.2860 4.6887 8.9735
H -16.7319 -4.3691 8.1196
H -18.1806 0.4901 10.8151
H -18.1515 -2.9964 10.9954
H -20.5890 5.9294 10.4251
H -18.7906 1.8429 17.0513
H -18.8232 -2.9797 8.5454
H -22.4543 -2.1545 7.2961
H -28.0231 1.4748 12.0414
H -21.3013 -0.9844 14.7186
H -26.2015 3.9791 6.5491
H -25.2448 -5.0292 14.5198
H -23.9781 7.3485 11.4794
H -16.6528 -2.1475 10.5475
H -18.5194 2.0464 15.4270
H -24.3533 -2.2329 10.8940
H -26.5937 -1.7926 14.0046
H -27.4136 -3.4067 14.1938
H -17.1675 -2.6190 6.8374
H -30.4303 3.4748 10.5930
H -24.6126 -2.3405 14.8775
H -21.9837 1.8332 14.6442
H -31.4907 2.0572 10.8046
H -22.9384 -3.7299 15.0343
H -20.4988 -3.9039 14.3645
H -19.3894 0.5483 15.9655
H -28.5470 1.8162 9.9033
H -21.1165 7.4003 9.7382
H -26.9847 3.4795 9.2297
H -22.9336 5.2406 11.0217
H -22.5524 -2.0485 13.0401
H -21.3931 7.1857 11.4464
H -30.8803 2.3728 9.2685
H -26.0215 -3.2083 13.1046
H -19.7323 -1.4767 14.0430
H -18.2972 -1.4021 10.3532
H -29.5330 0.5447 10.5089
H -17.5619 -1.0872 7.6504
H -17.0623 1.5866 9.0075
H -25.6016 2.3465 6.1308
H -20.2098 -1.6813 15.8167
H -16.0328 -1.8501 8.0172
H -16.2848 0.0440 9.4394
H -23.1643 -3.4895 10.3313
H -24.7747 -3.4922 9.6380
H -22.5764 -3.7846 12.9215
H -24.4817 1.4494 9.2671
H -24.8348 6.7082 10.1126
```

***

Record 2
The following is a DFT calculation (ωB97M-V/def2-TZVPD) of a single C22H25N3O4 molecule in a non-equilibrium geometry.

The orbital gap comes out at 8.43 eV. Its SMILES is COc1ccc(OC)c(C2=NO[C@H](C(=O)N3CCN(c4ccccc4)CC3)C2)c1. For the LUMO energy, the calculation gives 0.7 eV. The highest occupied orbital energy comes out at -7.71 eV. The relative energy (zero: lowest compared OMol25 entry of this formula, charge and spin) comes out at 418.0 kJ/mol.

```
54
C22H25N3O4 (ωB97M-V/def2-TZVPD)
O 0.9095 0.3257 1.6487
O -3.0306 2.3688 0.0920
O -0.5062 -1.6211 -0.7993
O -6.7436 -1.7160 -0.2726
N -1.8593 -1.4924 -0.6743
N 1.9411 -1.4536 0.7502
N 4.4783 -1.3939 -0.0035
C -3.9955 1.4082 0.0227
C 5.2866 0.7596 0.8168
C 4.2614 -1.9128 1.3228
C -3.5848 0.0836 -0.2377
C -8.1231 -1.4993 -0.1091
C 0.1424 -0.3613 -0.5240
C -1.0019 0.6321 -0.3132
C 3.5743 -1.9639 -0.9834
C 6.0420 1.4329 -1.7540
C -4.5479 -0.9158 -0.3260
C 5.0408 -0.1466 -0.2183
C 5.8988 1.9722 0.5639
C 6.2764 2.3232 -0.7200
C -6.2970 0.6575 0.0981
C 1.0319 -0.4637 0.7297
C -5.9021 -0.6486 -0.1621
C 2.8744 -1.5201 1.8623
C -3.4038 3.6881 0.4046
C 2.2472 -2.3790 -0.3131
C -2.1927 -0.2870 -0.4133
C -5.3493 1.6649 0.1869
C 5.4411 0.2144 -1.5105
H 4.9883 0.5349 1.8284
H -0.9282 1.0919 0.6745
H -7.3351 0.9152 0.2351
H 4.0279 -2.8422 -1.4630
H -2.4729 4.2523 0.4376
H -4.2291 -1.9250 -0.5252
H 2.5277 -2.2513 2.6020
H 5.3023 -0.4761 -2.3286
H -5.6933 2.6667 0.3885
H 6.7494 3.2742 -0.9120
H -3.8958 3.7483 1.3805
H -8.5911 -2.4745 -0.2344
H 0.7757 -0.1139 -1.3848
H 1.4423 -2.4109 -1.0423
H -4.0584 4.1162 -0.3618
H 5.0475 -1.5638 1.9914
H 3.3696 -1.2172 -1.7532
H 6.0717 2.6551 1.3832
H 2.8855 -0.5334 2.3309
H 2.3356 -3.3769 0.1280
H 6.3402 1.6837 -2.7620
H 4.3427 -3.0040 1.2618
H -1.0385 1.4197 -1.0634
H -8.5164 -0.8113 -0.8650
H -8.3559 -1.1137 0.8892
```

***

Record 3
The following is a DFT calculation (ωB97M-V/def2-TZVPD) of a molecular structure, C29H26ClCsNO3P in a non-equilibrium geometry.

The orbital gap comes out at 4.23 eV. For the LUMO energy, the calculation gives 4.0 eV. The highest occupied orbital energy comes out at -0.26 eV. As for the total charge: -2.

```
62
C29H26ClCsNO3P (ωB97M-V/def2-TZVPD)
Cs -0.8051 -0.3120 1.1501
Cl -2.6073 -3.9311 -1.3298
P -1.2613 3.0728 -0.0432
O -3.1775 -0.0470 0.0049
O 0.8520 0.7023 2.7119
O 1.4654 0.0147 4.7685
N 2.7313 -0.1371 0.4136
C -0.9942 -3.5619 0.8629
C 0.7860 5.1365 -3.0497
C 3.4033 0.1871 1.6787
C -3.5320 4.7302 -0.0996
C -3.4502 -3.3789 1.1779
C 0.0119 4.8234 -4.1506
C -0.0425 5.0188 3.9773
C -0.9344 -3.3246 2.2905
C -5.3520 2.6400 0.0897
C -4.8798 5.0334 -0.0638
C 1.6185 0.1194 3.5428
C -1.1102 4.0163 -3.9813
C -3.0232 3.4347 -0.0591
C -3.6123 1.0047 -0.3979
C 0.1443 -3.6478 0.0750
C -5.7711 3.9335 0.0808
C -1.4561 3.5461 -2.7268
C 0.1470 5.0741 1.5749
C -1.2143 3.4133 2.6300
C -3.3397 -3.1192 2.5423
C -3.9471 2.3174 -0.0592
C 2.8178 -0.5687 2.8744
C 0.4383 4.6615 -1.7833
C -0.6933 3.8762 -1.5980
C -0.8967 3.9258 3.8725
C 0.4727 5.5907 2.8293
C -2.3450 -3.6052 0.3920
C -2.0439 -3.1095 3.0775
C -0.6973 3.9784 1.4564
H 1.1157 -3.5974 0.5533
H 0.2227 5.4123 4.9514
H 0.0797 -3.8342 -0.9857
H -4.4178 -3.3996 0.6891
H 3.2659 1.2574 1.8477
H -6.0730 1.8358 0.1785
H -6.8369 4.1179 0.1984
H -1.8883 2.5659 2.5676
H -2.8146 5.5499 -0.1309
H -1.7291 3.7427 -4.8275
H 3.5826 -0.7607 3.6315
H 4.4865 -0.0064 1.6380
H 1.1360 6.4463 2.8867
H -4.2081 -2.9265 3.1562
H 3.1521 0.3835 -0.3455
H 0.2821 5.1933 -5.1328
H -1.2960 3.4446 4.7554
H 1.6744 5.7493 -3.1505
H 1.0923 4.8907 -0.9554
H -5.2408 6.0515 -0.0788
H 2.7972 -1.1263 0.2016
H -2.3391 2.9250 -2.6195
H 2.4843 -1.5533 2.5196
H 0.0528 -3.2814 2.7416
H -1.8885 -2.9039 4.1320
H 0.5480 5.5635 0.7004
```

***

Looking at E_tot for the records above, in order, we have -62388.5305, -35877.8958, -60485.2561 eV.